A molecular structure, C57H66F3MnN4O5S2 in a non-equilibrium geometry. Source: OMol25; level of theory: ωB97M-V/def2-TZVPD.

Cartesian coordinates (Å):
1 Mn 1.0574 -0.0981 -0.2145
2 S 0.7969 8.2579 1.0503
3 S 5.5316 0.2853 0.6784
4 F 0.5550 1.5393 -7.3829
5 F -0.5644 -0.3112 -7.3061
6 F 1.5969 -0.3508 -7.4416
7 O 1.2665 8.9762 -0.1258
8 O 1.7536 8.2241 2.1506
9 O 0.5052 -1.9556 -0.8699
10 O 1.1234 0.8642 1.9078
11 O -0.5684 8.5671 1.4451
12 N 0.8948 0.3784 -2.6198
13 N 3.1227 -0.1830 -0.1218
14 N 0.7458 2.5290 -0.7308
15 N -0.7760 -0.1071 0.3151
16 C -1.1725 0.7941 1.3026
17 C -0.6354 1.5555 3.5507
18 C -0.0846 -0.3606 4.9449
19 C 3.7951 0.5900 0.7101
20 C -2.7602 -1.5976 0.6389
21 C 0.6587 0.3049 -5.3898
22 C -3.8132 4.3464 2.8881
23 C 2.9865 -3.0215 -4.5481
24 C 1.9779 1.9583 1.8858
25 C 4.0149 -3.6581 -3.6053
26 C 3.5368 -1.9311 -1.8284
27 C 3.8304 4.0217 2.1771
28 C -2.7965 2.1064 2.5180
29 C 1.9025 5.9647 0.0120
30 C 5.1662 -4.1863 -4.4668
31 C -1.3928 -3.4661 -0.9682
32 C 3.9482 -1.0205 -0.8532
33 C -1.9168 2.1027 3.6020
34 C -0.2284 -3.8258 -3.1419
35 C 1.5785 3.2220 2.2909
36 C 3.3106 1.7445 1.4549
37 C 1.8235 0.7686 -4.7890
38 C -0.2238 -0.0477 -3.2086
39 C 1.8943 4.6472 -0.4110
40 C 0.7236 3.8981 -0.3451
41 C 0.5545 0.2911 -6.8777
42 C 1.5738 1.4867 5.0087
43 C -2.4493 1.3512 1.4092
44 C 6.2640 -1.6064 -1.2754
45 C -2.6793 -3.7025 -0.4878
46 C -4.7236 -3.2158 0.9098
47 C -0.4455 4.4843 0.1249
48 C -4.5819 -4.5099 1.7285
49 C 0.0797 1.1716 4.8631
50 C 5.3113 -0.8952 -0.5701
51 C -0.4354 5.8098 0.5445
52 C 3.3702 -4.8443 -2.8723
53 C 2.4858 4.2560 2.4230
54 C 4.4782 -2.6488 -2.5560
55 C -1.5199 -5.7052 -2.1729
56 C -0.6536 -4.4932 -1.8251
57 C -4.1162 2.8657 2.6130
58 C 4.2199 2.7976 1.6887
59 C -3.3588 -2.8172 0.3445
60 C 5.8384 -2.4660 -2.2733
61 C -0.3846 -0.1158 -4.5786
62 C -1.5053 -1.2794 0.1189
63 C -0.2213 1.1099 2.2888
64 C -4.9646 2.2944 3.7578
65 C 0.5753 -4.9947 -1.0511
66 C -4.9240 2.7764 1.3161
67 C -5.3038 -2.1437 1.8350
68 C -5.7161 -3.4478 -0.2400
69 C -0.7605 -2.2579 -0.6128
70 C -0.6155 1.7953 6.0792
71 C 1.8970 0.7687 -3.4145
72 C 0.7396 6.5377 0.4998
73 H -5.1459 1.2278 3.6080
74 H -3.8667 -4.3627 2.5399
75 H 1.2283 -4.1624 -0.7914
76 H 0.2538 -5.4811 -0.1274
77 H 3.0124 -5.5835 -3.5930
78 H 3.4281 -2.1756 -5.0780
79 H -5.3623 -4.2299 -0.9116
80 H -3.2555 -0.8873 1.2836
81 H 2.6527 1.1097 -5.3943
82 H -0.1239 2.2484 -1.1617
83 H 1.5078 2.3716 -1.3705
84 H -4.6596 -1.9845 2.7021
85 H 0.4777 -0.8503 4.1479
86 H -4.2254 -5.3335 1.1101
87 H 1.1367 -5.7235 -1.6454
88 H 7.3170 -1.4974 -1.0502
89 H -5.8384 -2.5330 -0.8231
90 H 4.7592 -4.8527 -5.2284
91 H -1.8147 -6.2536 -1.2764
92 H 2.8034 6.5649 -0.0172
93 H 6.5907 -3.0081 -2.8277
94 H 5.6915 -3.3753 -4.9763
95 H -4.4664 2.4244 4.7196
96 H -4.7415 4.9214 2.9176
97 H -5.8271 3.3828 1.4048
98 H 2.4694 -2.0708 -1.9684
99 H 0.2808 -0.7315 5.9066
100 H 5.2559 2.6454 1.4207
101 H -5.4315 -1.1919 1.3149
102 H -6.6932 -3.7467 0.1521
103 H 2.1056 -2.6698 -4.0102
104 H -1.3023 -0.4896 -5.0091
105 H -1.3499 3.8845 0.1778
106 H 4.0963 -5.3258 -2.2137
107 H 2.6567 -3.7526 -5.2892
108 H -5.5456 -4.7963 2.1610
109 H 1.7687 2.5564 4.9695
110 H -4.3476 3.1561 0.4705
111 H -3.1680 -4.6306 -0.7529
112 H 2.5287 -4.5093 -2.2674
113 H 4.5612 4.8069 2.3154
114 H 2.8009 1.1051 -2.9167
115 H 0.3627 -4.5145 -3.7541
116 H -5.9298 2.8046 3.8059
117 H -1.1349 -0.6379 4.8403
118 H -6.2842 -2.4660 2.1937
119 H 0.3612 -2.9324 -2.9367
120 H 5.8846 -4.7587 -3.8771
121 H -2.4174 -5.4081 -2.7194
122 H 1.9004 1.1242 5.9861
123 H -2.2496 2.5502 4.5277
124 H -1.1145 -3.5334 -3.7121
125 H -0.9457 -6.3841 -2.8088
126 H -1.3246 6.3009 0.9192
127 H -1.0193 -0.3503 -2.5345
128 H -1.6479 1.4578 6.1746
129 H -3.3005 4.4783 3.8416
130 H -0.5977 2.8858 6.0262
131 H -3.1762 4.7636 2.1065
132 H -5.2301 1.7499 1.1035
133 H 2.1885 0.9916 4.2598
134 H -0.0836 1.4932 6.9826
135 H 2.1371 5.2385 2.7145
136 H 2.8062 4.1780 -0.7730
137 H 0.5416 3.4121 2.5166
138 H -3.1374 1.1828 0.5940

Cartesian forces (eV/Å) of the 2 atoms listed first:
0.6 -0.3 -1.2
-0.1 -0.1 -0.2

- Spin multiplicity: 6
- ⟨S²⟩: 8.758
- Energy relative to the best compared isomer or geometry (same formula, charge and spin): 1.5 kcal per mole
- Charge: -1